(1)
Computed, not measured: a cluster of 11 separate species, C49H99NO21S10 in total, with wB97M-V/def2-TZVPD.

CARTESIAN COORDINATES (ANGSTROEM)
C: -4.59 2.33 -0.27
C: -3.87 2.00 1.05
C: -3.38 3.35 1.53
S: -4.77 4.54 1.12
O: -4.40 5.71 0.34
O: -5.63 4.68 2.27
C: -5.67 3.41 0.03
H: -5.12 1.42 -0.58
H: -3.95 2.76 -1.03
H: -3.12 1.25 0.81
H: -4.63 1.56 1.70
H: -2.55 3.71 0.92
H: -3.16 3.44 2.60
H: -5.99 4.03 -0.81
H: -6.49 2.99 0.61
C: 1.38 1.38 -5.51
C: 0.35 0.57 -6.30
C: 0.02 1.45 -7.52
S: 1.60 1.94 -8.22
O: 1.46 3.20 -8.93
O: 2.31 0.84 -8.92
C: 2.27 2.15 -6.51
H: 1.97 0.69 -4.90
H: 0.89 2.11 -4.87
H: -0.56 0.41 -5.72
H: 0.72 -0.41 -6.62
H: -0.40 2.43 -7.30
H: -0.51 0.98 -8.35
H: 1.94 3.17 -6.30
H: 3.34 2.08 -6.32
C: 1.78 -2.11 6.08
C: 1.98 -2.55 4.68
C: 3.46 -2.22 4.35
S: 4.42 -2.80 5.85
O: 5.60 -2.01 6.25
O: 4.43 -4.30 5.81
C: 2.99 -2.39 6.97
H: 0.91 -2.43 6.65
H: 1.61 -1.03 6.14
H: 1.36 -1.98 3.98
H: 1.94 -3.62 4.50
H: 3.66 -1.16 4.49
H: 3.97 -2.57 3.45
H: 3.30 -1.48 7.49
H: 2.86 -3.11 7.78
C: 3.46 4.54 4.56
C: 2.09 3.90 4.00
C: 1.44 3.13 5.30
S: 2.99 2.34 6.04
O: 3.01 0.94 5.61
O: 2.89 2.69 7.47
C: 4.29 3.42 5.16
H: 3.16 5.29 5.29
H: 3.99 5.18 3.86
H: 2.33 3.24 3.18
H: 1.42 4.66 3.60
H: 0.64 2.44 5.06
H: 1.03 3.82 6.04
H: 4.56 2.74 4.34
H: 5.08 3.59 5.88
C: -2.32 -4.63 -4.90
C: -1.45 -4.36 -3.69
C: -2.39 -4.51 -2.40
S: -3.84 -5.60 -2.99
O: -5.13 -4.85 -3.05
O: -3.73 -6.92 -2.28
C: -3.14 -5.83 -4.64
H: -1.73 -4.77 -5.80
H: -2.86 -3.71 -5.10
H: -0.93 -3.41 -3.76
H: -0.65 -5.09 -3.52
H: -2.81 -3.58 -2.00
H: -2.02 -5.07 -1.55
H: -3.93 -6.01 -5.37
H: -2.50 -6.71 -4.60
C: 2.32 -6.26 -1.32
C: 2.60 -6.73 0.20
C: 3.19 -5.52 0.92
S: 2.31 -4.00 0.25
O: 3.24 -3.04 -0.34
O: 1.17 -3.59 1.03
C: 1.52 -5.00 -1.17
H: 1.74 -7.10 -1.69
H: 3.21 -6.04 -1.91
H: 3.26 -7.59 0.27
H: 1.68 -7.07 0.67
H: 4.24 -5.41 0.64
H: 3.13 -5.42 2.00
H: 1.61 -4.29 -1.99
H: 0.54 -5.26 -0.76
C: 0.32 6.67 -1.52
C: 1.21 7.56 -0.65
C: 1.27 6.72 0.65
S: -0.48 6.24 1.12
O: -1.09 7.40 1.72
O: -0.47 4.92 1.72
C: -0.92 6.11 -0.67
H: 0.93 5.85 -1.92
H: 0.02 7.16 -2.45
H: 0.80 8.53 -0.36
H: 2.20 7.83 -1.01
H: 1.82 7.16 1.48
H: 1.87 5.86 0.35
H: -1.92 6.54 -0.76
H: -0.97 5.03 -0.81
C: -6.25 -1.80 -5.74
C: -6.33 -1.68 -4.23
C: -4.91 -1.55 -3.59
S: -4.01 -0.43 -4.73
O: -2.68 -1.00 -4.91
O: -4.22 0.98 -4.34
C: -5.10 -0.79 -6.19
H: -7.28 -1.60 -6.04
H: -5.87 -2.79 -5.99
H: -6.87 -2.52 -3.78
H: -6.96 -0.84 -3.96
H: -4.38 -2.50 -3.55
H: -4.84 -1.14 -2.59
H: -4.54 -1.19 -7.04
H: -5.47 0.13 -6.64
C: 6.53 1.11 -0.61
C: 5.97 -0.01 -1.53
C: 6.16 -1.32 -0.74
S: 6.72 -0.97 0.99
O: 8.18 -1.08 1.14
O: 5.85 -1.69 1.87
C: 6.17 0.82 0.88
H: 6.12 2.08 -0.90
H: 7.59 1.30 -0.80
H: 6.67 -0.11 -2.36
H: 4.95 0.18 -1.84
H: 6.72 -2.16 -1.16
H: 5.15 -1.73 -0.66
H: 6.80 1.32 1.62
H: 5.09 1.00 0.93
C: -2.56 -1.67 5.15
C: -2.79 -0.25 4.65
C: -3.94 0.33 5.44
S: -5.23 -1.02 5.64
O: -6.11 -0.94 4.49
O: -5.66 -1.10 7.05
C: -3.97 -2.39 5.20
H: -2.09 -1.75 6.13
H: -1.94 -2.28 4.49
H: -2.98 -0.38 3.58
H: -1.87 0.27 4.90
H: -4.42 1.22 5.05
H: -3.79 0.58 6.49
H: -4.33 -2.91 4.32
H: -3.92 -3.16 5.97
C: 2.02 0.17 0.90
C: 0.53 0.71 0.90
C: 0.54 2.06 0.10
C: 0.57 1.88 -1.43
C: -0.51 0.89 -1.91
C: -0.54 -0.47 -1.13
N: -0.41 -0.24 0.30
O: -0.73 -1.33 1.09
C: -1.96 -1.08 -1.48
C: 0.51 -1.40 -1.72
C: 0.08 1.07 2.39
H: 2.51 0.66 1.75
H: 2.68 0.36 0.05
H: 2.10 -0.90 1.05
H: -0.40 2.61 0.17
H: 1.31 2.71 0.50
H: 1.58 1.58 -1.74
H: 0.40 2.89 -1.79
H: -0.56 0.58 -2.95
H: -1.48 1.37 -1.88
H: -2.74 -0.36 -1.26
H: -2.03 -1.37 -2.53
H: -2.14 -2.01 -0.96
H: 1.56 -1.18 -1.54
H: 0.49 -2.39 -1.27
H: 0.39 -1.62 -2.78
H: -0.97 1.32 2.34
H: 0.53 2.01 2.72
H: 0.20 0.26 3.11
H: 0.06 -1.87 1.07

Computed properties:
2S+1 = 1
Electronic energy = -205249.0252 eV
Energy above the lowest of the compared OMol25 structures with the same formula, charge and spin = 25.3 kcal/mol
Net charge = 0
SMILES = CC1(C)CCCC(C)(C)N1O.O=S1(=O)CCCC1.O=S1(=O)CCCC1.O=S1(=O)CCCC1.O=S1(=O)CCCC1.O=S1(=O)CCCC1.O=S1(=O)CCCC1.O=S1(=O)CCCC1.O=S1(=O)CCCC1.O=S1(=O)CCCC1.O=S1(=O)CCCC1

Mulliken atomic charge list, values in e, 6 entries:
1 C -0.552
2 C 0.375
3 C -0.135
4 S 1.194
5 O -0.642
6 O -0.709

(2)
Computed, not measured: a structure of composition C4BN3O17Tl, with wB97M-V/def2-TZVPD.

CARTESIAN COORDINATES (ANGSTROEM)
Tl: -1.49 -2.39 -4.44
N: -2.14 3.83 -1.62
O: -1.66 4.13 -2.67
O: -2.71 2.75 -1.72
O: -2.09 4.58 -0.63
N: 3.34 2.23 -1.39
O: 2.92 2.44 -0.31
O: 2.83 1.29 -2.06
O: 3.90 3.14 -2.03
N: 3.00 0.31 -9.26
O: 2.71 -0.02 -10.39
O: 3.55 1.32 -8.91
O: 2.48 -0.37 -8.41
O: -1.22 1.52 4.65
C: -0.92 0.38 4.60
O: -1.60 -0.58 3.95
B: -0.98 -1.90 4.27
O: 0.21 -1.66 5.16
C: 0.28 -0.41 5.35
O: 1.18 0.11 5.99
O: -1.95 -2.87 4.85
C: -2.45 -3.62 3.83
O: -3.51 -4.26 3.85
C: -1.48 -3.47 2.71
O: -0.60 -2.49 3.02
O: -1.62 -4.00 1.57

Computed properties:
2S+1 = 1
Electronic energy = -48781.5548 eV
Energy above the lowest of the compared OMol25 structures with the same formula, charge and spin = 88.7 kcal/mol
Net charge = -1

natural (NBO) atomic charge list, values in e, 6 entries:
1 Tl 0.999
2 N 0.710
3 O -0.294
4 O -0.347
5 O -0.352
6 N 0.697

(3)
Computed, not measured: a structure of composition C4BrCrF12O12S4, with wB97M-V/def2-TZVPD.

CARTESIAN COORDINATES (ANGSTROEM)
Cr: -0.70 -0.43 0.76
Br: -1.65 -0.35 3.31
C: 3.50 -1.83 1.99
F: 4.61 -2.00 1.27
F: 3.64 -2.42 3.18
F: 3.30 -0.53 2.22
S: 1.99 -2.55 1.07
O: 0.98 -1.49 1.16
O: 2.51 -2.93 -0.24
O: 1.62 -3.69 1.89
C: 2.42 3.10 0.47
F: 2.63 4.41 0.27
F: 2.98 2.41 -0.50
F: 3.03 2.80 1.63
S: 0.56 2.81 0.70
O: 0.28 3.60 1.88
O: -0.12 3.32 -0.49
O: 0.41 1.34 0.85
C: -5.03 0.14 0.84
F: -4.91 -1.19 0.87
F: -6.25 0.50 0.36
F: -4.99 0.62 2.11
S: -3.71 0.95 -0.29
O: -4.04 0.46 -1.61
O: -3.89 2.36 -0.05
O: -2.45 0.42 0.27
C: 0.60 -2.05 -3.35
F: 0.25 -2.15 -4.63
F: -0.03 -2.99 -2.68
F: 1.92 -2.24 -3.28
S: 0.22 -0.35 -2.58
O: -1.02 0.02 -3.27
O: 0.03 -0.57 -1.14
O: 1.31 0.51 -2.98

Computed properties:
2S+1 = 5
Electronic energy = -203137.2512 eV
Energy above the lowest of the compared OMol25 structures with the same formula, charge and spin = 26.6 kcal/mol
Net charge = -3

natural (NBO) atomic charge list, values in e, 6 entries:
1 Cr 1.333
2 Br -0.783
3 C 0.711
4 F -0.327
5 F -0.329
6 F -0.315